Below is a single C4H2Cl2N2O molecule at a distorted geometry, with properties calculated with the ωB97M-V functional and the def2-TZVPD basis.

The geometry in XYZ format:
```
11
C4H2Cl2N2O (the ωB97M-V functional and the def2-TZVPD basis)
Cl -1.619 -1.105 -0.397
Cl 1.529 1.951 0.076
O -0.664 0.301 1.570
N 1.798 -1.732 -0.437
N -2.538 2.370 -0.483
C -0.856 0.413 0.308
C 0.534 0.552 -0.524
C -1.859 1.517 -0.079
C 1.152 -0.771 -0.488
H 0.311 0.811 -1.487
H -0.098 -0.497 1.880
```

Computed properties:
energy relative to the best compared isomer or geometry (same formula, charge and spin): 80.03 kJ/mol
E_HOMO: -11.786 eV
frontier orbital gap: 11.850 eV
energy: -34250.9358 eV

***

Below is 2 unconnected molecules or ions with the total composition C5H10FN at a distorted geometry, with properties calculated with the ωB97M-V functional and the def2-TZVPD basis.

The geometry in XYZ format:
```
17
C5H10FN (the ωB97M-V functional and the def2-TZVPD basis)
F -1.221 0.784 0.563
N -2.384 -1.140 0.225
C 1.906 0.343 -0.564
C -1.302 -0.564 0.313
C 2.330 -0.753 -1.170
C 2.434 1.170 0.528
C -3.703 -0.459 0.227
H 0.979 0.864 -0.936
H 3.258 -1.151 -0.646
H 2.993 1.968 0.088
H 1.545 1.372 1.254
H -3.430 0.490 0.874
H -0.302 -1.011 0.166
H 3.234 0.764 1.086
H -4.331 -1.196 0.795
H 1.980 -1.152 -2.048
H -3.985 -0.329 -0.754
```

Computed properties:
energy relative to the best compared isomer or geometry (same formula, charge and spin): 230.47 kJ/mol
E_HOMO: -9.755 eV
frontier orbital gap: 10.804 eV
energy: -9552.2294 eV

***

Below is a molecular structure, C39H27F5N11O6RbS3 at a distorted geometry, with properties calculated with the ωB97M-V functional and the def2-TZVPD basis.

The geometry in XYZ format:
```
92
C39H27F5N11O6RbS3 (the ωB97M-V functional and the def2-TZVPD basis)
Rb -0.288 0.866 -0.187
S 5.277 0.643 -0.244
S 1.706 -0.232 2.963
S 1.157 1.739 -4.127
F 1.491 6.621 -5.546
F 1.767 3.969 -6.024
F -0.101 5.678 -1.187
F 0.634 7.516 -3.103
F 0.090 3.037 -1.669
O -2.795 1.127 0.031
O -8.533 1.427 -2.470
O -2.325 -1.023 -0.327
O -6.663 2.310 -3.073
O -8.557 -2.604 0.073
O -6.719 -3.364 0.912
N 2.047 2.444 2.508
N -7.309 1.484 -2.449
N 0.503 -4.020 -1.615
N 4.199 -1.281 1.268
N 4.867 -1.937 -0.743
N 0.246 1.062 5.083
N 0.737 -9.288 -5.801
N 2.337 2.246 1.294
N -7.343 -2.542 0.253
N 0.970 -2.015 -0.809
N 0.889 1.933 4.319
C 1.311 4.372 -4.819
C 4.722 -0.865 0.098
C 0.325 -4.918 -3.854
C 0.715 -7.476 -2.843
C -1.790 0.774 8.091
C 0.647 -8.385 -5.095
C 0.363 5.256 -2.380
C 3.743 -2.654 1.185
C 4.048 5.370 -0.853
C 4.191 -3.106 -0.221
C -0.980 3.023 7.916
C 1.038 -2.784 -1.851
C 0.063 -3.990 -0.311
C -6.603 0.534 -1.646
C 0.976 3.394 -3.852
C 0.567 -7.285 -4.221
C 1.507 1.460 3.263
C -7.312 -0.522 -1.091
C -5.237 0.693 -1.402
C -5.243 -1.352 -0.142
C 0.732 6.188 -3.346
C 3.376 4.468 1.262
C 0.360 -5.992 -4.713
C 0.345 -2.745 0.158
C -1.131 0.440 6.929
C 1.191 5.725 -4.578
C -1.729 2.067 8.591
C 0.469 3.908 -2.638
C 0.678 -6.402 -1.984
C -0.392 1.405 6.234
C -4.558 -0.260 -0.653
C -0.315 2.705 6.751
C 0.492 -5.109 -2.480
C 3.043 3.191 -0.762
C 3.583 4.231 -1.489
C -6.625 -1.459 -0.333
C 3.946 5.485 0.526
C 2.918 3.305 0.624
C -3.067 -0.037 -0.291
H -2.364 0.022 8.615
H 0.227 -5.845 -5.773
H 4.319 6.374 1.021
H -4.717 1.556 -1.787
H 0.870 -8.474 -2.462
H 1.490 -2.509 -2.784
H 4.877 -1.759 -1.734
H -0.453 -4.814 0.139
H 2.658 -2.702 1.311
H 3.336 -3.393 -0.842
H 4.208 -3.251 1.978
H 2.729 2.285 -1.255
H 4.890 -3.948 -0.175
H 0.293 0.077 4.784
H -2.271 2.335 9.487
H 0.266 3.434 6.209
H 3.654 4.153 -2.563
H -4.721 -2.117 0.413
H 0.814 -6.552 -0.923
H 0.135 -2.326 1.120
H 3.274 4.539 2.335
H -8.377 -0.607 -1.246
H 3.667 -0.639 1.861
H 4.495 6.165 -1.434
H -0.916 4.030 8.306
H -1.189 -0.560 6.524
H 0.154 -3.922 -4.234
```

Computed properties:
energy relative to the best compared isomer or geometry (same formula, charge and spin): 152.68 kJ/mol
E_HOMO: -2.440 eV
frontier orbital gap: 4.819 eV
charge: -2
energy: -116303.2375 eV